A:
One molecule with the formula C20H19N3O5S, computed with ωB97M-V with the def2-TZVPD basis set.

Each line ends with the Löwdin charge.
CARTESIAN COORDINATES (ANGSTROEM)
O -0.534 -0.324 0.545  0.09
C -0.573 0.291 -0.493  -0.44
C -1.861 0.678 -1.221  -0.11
N -3.057 0.178 -0.606  -0.20
C -3.384 0.606 0.744  -0.12
C -3.537 2.088 0.810  -0.27
C -2.635 3.068 1.115  -0.03
C -3.322 4.298 0.974  -0.06
C -4.585 3.972 0.589  -0.12
O -4.722 2.642 0.487  0.07
S -3.484 -1.383 -1.022  0.69
O -3.236 -1.493 -2.433  -0.29
O -4.813 -1.593 -0.532  -0.27
C -2.365 -2.476 -0.154  -0.28
C -2.623 -2.796 1.163  -0.06
C -1.726 -3.596 1.850  -0.06
C -0.589 -4.064 1.211  -0.07
C -0.347 -3.746 -0.116  -0.06
C -1.242 -2.945 -0.805  -0.07
N 0.540 0.732 -1.153  0.04
N 1.775 0.514 -0.673  0.07
C 2.784 0.935 -1.319  -0.10
C 4.129 0.726 -0.827  -0.22
C 5.225 1.204 -1.544  -0.05
C 6.505 1.004 -1.060  -0.08
C 6.712 0.333 0.129  -0.01
C 5.621 -0.150 0.853  -0.31
O 5.863 -0.804 2.017  0.06
C 4.336 0.047 0.375  0.03
H -1.854 0.260 -2.232  0.12
H -1.921 1.771 -1.287  0.14
H -2.616 0.286 1.458  0.13
H -4.337 0.125 0.970  0.13
H -1.616 2.926 1.414  0.11
H -2.928 5.280 1.138  0.10
H -5.445 4.574 0.371  0.12
H -3.523 -2.425 1.627  0.11
H -1.912 -3.852 2.882  0.11
H 0.113 -4.683 1.750  0.10
H 0.537 -4.117 -0.611  0.11
H -1.091 -2.683 -1.841  0.11
H 0.431 1.235 -2.038  0.16
H 2.677 1.476 -2.269  0.13
H 5.071 1.730 -2.474  0.10
H 7.353 1.375 -1.616  0.11
H 7.704 0.171 0.518  0.12
H 5.028 -1.079 2.417  0.11
H 3.475 -0.317 0.916  0.12

The orbital gap is 8.765 eV. The value obtained for the LUMO energy is 0.073 eV. As for the spin multiplicity: 1. Its structure (SMILES) is O=C(CN(Cc1ccco1)S(=O)(=O)c1ccccc1)N/N=C/c1cccc(O)c1.

=====

B:
One molecule with the formula C20H19N3O5S, computed with ωB97M-V with the def2-TZVPD basis set.

Each line ends with the Löwdin charge.
CARTESIAN COORDINATES (ANGSTROEM)
C 4.683 1.354 1.741  -0.07
O 4.151 1.772 0.504  -0.08
C 2.806 1.853 0.372  -0.28
C 1.892 1.673 1.408  -0.01
C 0.537 1.721 1.148  -0.01
C 0.074 1.929 -0.148  -0.16
C -1.331 1.837 -0.444  -0.30
N -1.868 1.698 -1.624  0.11
N -3.186 1.526 -1.444  0.05
C -3.402 1.565 -0.167  -0.69
S -4.903 1.253 0.657  1.04
C -5.011 -0.560 0.259  -0.49
C -5.352 -0.787 -1.200  -0.11
C -3.704 -1.141 0.795  -0.52
O -3.596 -1.443 1.962  0.07
N -2.701 -1.209 -0.121  0.14
C -1.327 -1.360 0.117  -0.22
C -0.787 -1.440 1.398  -0.01
C 0.581 -1.520 1.559  0.00
C 1.432 -1.525 0.464  -0.21
C 0.894 -1.438 -0.823  -0.20
C -0.481 -1.357 -0.986  0.06
O 1.674 -1.435 -1.946  -0.01
C 3.049 -1.240 -1.691  -0.14
C 3.490 -2.045 -0.470  -0.14
O 2.788 -1.618 0.677  -0.04
O -2.266 1.773 0.532  0.10
C 0.988 2.143 -1.183  0.00
C 2.335 2.122 -0.920  -0.01
H 4.477 2.079 2.534  0.10
H 5.759 1.286 1.589  0.10
H 4.290 0.373 2.026  0.09
H 2.225 1.482 2.415  0.11
H -0.169 1.568 1.949  0.13
H -5.814 -0.898 0.918  0.11
H -4.712 -0.195 -1.855  0.05
H -5.256 -1.844 -1.447  0.09
H -6.379 -0.482 -1.383  0.08
H -2.935 -1.033 -1.090  0.13
H -1.437 -1.442 2.256  0.10
H 1.014 -1.586 2.544  0.13
H -0.869 -1.272 -1.989  0.13
H 3.577 -1.565 -2.588  0.14
H 3.245 -0.176 -1.511  0.11
H 4.550 -1.891 -0.262  0.13
H 3.299 -3.112 -0.647  0.14
H 0.616 2.312 -2.181  0.12
H 3.059 2.296 -1.702  0.12

The orbital gap is 8.411 eV. The value obtained for the LUMO energy is 0.407 eV. As for the spin multiplicity: 1. Its structure (SMILES) is COc1ccc(-c2nnc(S[C@@H](C)C(=O)Nc3ccc4c(c3)OCCO4)o2)cc1.

=====

Most stable = B

=====

A:
One molecule with the formula CH3NOP2, computed with ωB97M-V with the def2-TZVPD basis set.

Each line ends with the Löwdin charge.
CARTESIAN COORDINATES (ANGSTROEM)
O 0.715 -4.297 0.259  -0.04
C 0.169 -3.455 -0.400  -0.56
P -0.632 -2.040 0.509  0.90
N -0.148 -0.436 -0.484  -0.70
P -0.914 0.937 -0.218  0.55
H 0.081 -3.515 -1.426  0.04
H -1.583 0.574 1.087  -0.11
H 0.301 1.615 0.227  -0.08

The orbital gap (alpha / beta) is 7.515 / 7.274 eV. The value obtained for the LUMO energy (alpha / beta) is -1.524 / -1.794 eV. As for the spin multiplicity: 1. Its structure (SMILES) is O=C/P=N/P.

=====

B:
A 2-piece molecular cluster, CH3NOP2 overall, computed with ωB97M-V with the def2-TZVPD basis set.

Each line ends with the Löwdin charge.
CARTESIAN COORDINATES (ANGSTROEM)
C 2.001 -0.016 0.386  -0.14
N -1.163 -1.089 -0.058  -0.88
O 1.433 0.779 -0.320  -0.12
P -0.168 -2.241 -0.146  0.67
P -1.509 0.503 0.439  0.64
H 3.067 0.175 0.615  0.05
H -0.867 1.298 -0.504  -0.15
H -2.794 0.591 -0.412  -0.08

The orbital gap (alpha / beta) is 6.331 / 8.337 eV. The value obtained for the LUMO energy (alpha / beta) is -0.650 / -0.383 eV. As for the spin multiplicity: 1.

=====

Most stable = A

=====

A:
An isolated ion of composition C9H9O2S2 and charge -1, computed with ωB97M-V with the def2-TZVPD basis set.

Each line ends with the Löwdin charge.
CARTESIAN COORDINATES (ANGSTROEM)
C 0.485 -2.709 -0.688  -0.40
S 1.717 -1.437 -1.144  0.79
C 1.386 -0.201 0.143  -0.90
S 2.036 -0.759 1.735  0.71
C 2.356 1.263 -0.340  -0.70
O 3.200 1.516 0.494  -0.06
O 1.972 1.728 -1.381  0.01
C -0.021 0.236 0.152  -0.32
C -0.625 0.588 -1.059  -0.07
C -1.899 1.115 -1.084  -0.10
C -2.618 1.277 0.090  -0.13
C -2.038 0.912 1.292  -0.11
C -0.752 0.407 1.326  -0.07
H 0.406 -2.736 0.396  0.02
H 0.846 -3.664 -1.062  0.02
H -0.478 -2.468 -1.135  0.02
H 2.953 0.219 1.711  -0.13
H -0.069 0.467 -1.976  0.09
H -2.340 1.405 -2.030  0.09
H -3.620 1.683 0.068  0.08
H -2.589 1.025 2.218  0.09
H -0.308 0.134 2.273  0.06

The orbital gap is 7.615 eV. The value obtained for the LUMO energy is 3.194 eV. As for the total charge: -1. As for the spin multiplicity: 1. Its structure (SMILES) is CS[C@@](S)(C(=O)[O-])c1ccccc1.

=====

B:
A 2-piece molecular cluster, C9H9O2S2 overall, computed with ωB97M-V with the def2-TZVPD basis set.

Each line ends with the Löwdin charge.
CARTESIAN COORDINATES (ANGSTROEM)
C 2.638 -1.473 0.164  -0.16
C 2.136 -0.828 -0.948  -0.14
C 1.795 -1.597 1.266  -0.12
C 0.881 -0.303 -0.920  -0.11
C 0.539 -0.965 1.243  -0.11
C 0.055 -0.171 0.199  -0.42
C -2.380 -1.567 -0.988  -0.54
C -0.647 3.007 -0.557  -0.33
C -1.209 0.438 0.225  -0.98
O -3.319 -1.603 -0.337  0.16
O -1.580 -1.839 -1.769  0.18
S -1.731 0.980 1.985  0.62
S -1.746 1.489 -0.995  0.73
H 3.721 -1.548 0.079  0.08
H 2.750 -0.788 -1.836  0.09
H 2.116 -1.982 2.251  0.09
H 0.397 0.248 -1.741  0.08
H 0.054 -1.161 2.193  0.07
H -1.101 3.710 -1.254  0.00
H 0.369 2.612 -0.649  0.03
H -0.952 3.162 0.443  -0.04
H -2.786 0.180 1.947  -0.19

The orbital gap is 5.951 eV. The value obtained for the LUMO energy is 3.245 eV. As for the total charge: -1. As for the spin multiplicity: 1.

=====

Most stable = A